Record 1
{"formula": "C26H57F5N6O7SSi", "method": "wB97M-V/def2-TZVPD", "energy_ha": -3066.99414, "charge": 0, "max_force_ha_per_bohr": 0.111, "smiles": "CCCCCCC[Si@H](NCC)S(=O)(=O)C(F)(F)C(F)(F)F.CN(C)C=O.CN(C)C=O.CN(C)C=O.CN(C)C=O.CN(C)C=O", "species": ["C", "C", "C", "C", "C", "C", "C", "Si", "N", "C", "C", "S", "O", "O", "C", "F", "F", "C", "F", "F", "F", "H", "H", "H", "H", "H", "H", "H", "H", "H", "H", "H", "H", "H", "H", "H", "H", "H", "H", "H", "H", "H", "H", "C", "N", "C", "C", "O", "H", "H", "H", "H", "H", "H", "H", "C", "N", "C", "C", "O", "H", "H", "H", "H", "H", "H", "H", "C", "N", "C", "C", "O", "H", "H", "H", "H", "H", "H", "H", "C", "N", "C", "C", "O", "H", "H", "H", "H", "H", "H", "H", "C", "N", "C", "C", "O", "H", "H", "H", "H", "H", "H", "H"], "positions_angstrom": [[-1.5651, 3.9061, -4.9608], [-1.1416, 5.3318, -4.3191], [-2.1856, 5.8281, -3.2080], [-1.5235, 6.3196, -1.8409], [-0.9317, 5.1465, -0.9262], [0.5495, 4.7315, -1.4054], [1.3676, 3.8536, -0.3352], [0.5594, 2.0935, -0.2365], [-0.1023, 1.9203, 1.4052], [-1.4679, 1.2954, 1.4033], [-1.4163, -0.3247, 1.3372], [2.2243, 0.7110, -0.6605], [3.2726, 0.7311, 0.4096], [2.8319, 1.2290, -1.9576], [1.5066, -0.9757, -1.0074], [0.1641, -0.8429, -1.4084], [1.6647, -1.7395, 0.1749], [2.2434, -1.7842, -2.1810], [3.6217, -1.8484, -2.0569], [1.8574, -1.3310, -3.4503], [1.7462, -3.1093, -2.1006], [-1.7681, 3.1175, -4.1709], [-0.7541, 3.5590, -5.6856], [-2.4998, 4.0767, -5.6029], [-1.2020, 6.0715, -5.1971], [-0.0586, 5.3355, -3.9872], [-2.9765, 5.0242, -3.0707], [-2.7288, 6.7371, -3.6520], [-0.7356, 7.1266, -1.9608], [-2.3744, 6.7967, -1.2312], [-1.6371, 4.2644, -0.7968], [-0.8069, 5.5997, 0.1248], [0.4514, 4.0745, -2.3414], [1.1004, 5.7110, -1.6249], [1.4717, 4.3384, 0.6852], [2.4258, 3.7379, -0.7674], [-0.4720, 2.0491, -1.2956], [-0.2647, 2.8888, 1.7290], [-1.9484, 1.5287, 2.4168], [-2.1557, 1.7125, 0.5892], [-2.0974, -0.7804, 2.1208], [-0.3435, -0.6705, 1.4767], [-1.7935, -0.6716, 0.3251], [4.0329, -2.9999, 0.8679], [4.9925, -4.0558, 1.1253], [6.3587, -3.8906, 0.6677], [4.6529, -5.1970, 1.7823], [5.4104, -6.1179, 2.0285], [3.9545, -2.8481, -0.2069], [4.3804, -2.0787, 1.3425], [3.0516, -3.2582, 1.2653], [6.6078, -4.7028, -0.0192], [7.0331, -3.9398, 1.5259], [6.4784, -2.9325, 0.1617], [3.5940, -5.2223, 2.0861], [-7.1987, 3.5812, 1.2798], [-5.7776, 3.3239, 1.3772], [-5.3285, 2.0365, 1.8793], [-4.8503, 4.2495, 1.0134], [-3.6439, 4.0948, 1.0713], [-7.6464, 3.4938, 2.2734], [-7.6501, 2.8440, 0.6104], [-7.3890, 4.5818, 0.8892], [-4.7148, 2.1945, 2.7695], [-4.7181, 1.5482, 1.1150], [-6.1823, 1.4001, 2.1301], [-5.2958, 5.1887, 0.6473], [5.8203, -6.9459, 5.1794], [5.5184, -8.0689, 6.0459], [5.4586, -9.3999, 5.4743], [5.2892, -7.9144, 7.3782], [5.0315, -8.8142, 8.1556], [5.0608, -6.8841, 4.3978], [6.8005, -7.1019, 4.7226], [5.8326, -6.0106, 5.7412], [4.4645, -9.8197, 5.6457], [6.1963, -10.0363, 5.9688], [5.6625, -9.3649, 4.4041], [5.3584, -6.8659, 7.7101], [-10.3217, -0.8094, 1.6178], [-8.9841, -1.0425, 2.1244], [-8.5261, -2.4082, 2.2987], [-8.1442, -0.0226, 2.4420], [-7.0113, -0.1526, 2.8712], [-11.0457, -1.2648, 2.2978], [-10.4137, -1.2658, 0.6292], [-10.5290, 0.2586, 1.5387], [-8.2636, -2.5675, 3.3471], [-7.6350, -2.5684, 1.6875], [-9.3042, -3.1122, 2.0044], [-8.5883, 0.9720, 2.2733], [3.7806, 0.1199, -5.0645], [4.9796, 0.6861, -5.6497], [6.2680, 0.3450, -5.0789], [4.9357, 1.5282, -6.7181], [5.9034, 2.0348, -7.2528], [3.7155, 0.4257, -4.0181], [3.8364, -0.9701, -5.1235], [2.8891, 0.4612, -5.5925], [6.7661, 1.2585, -4.7458], [6.8856, -0.1299, -5.8451], [6.1438, -0.3337, -4.2349], [3.9110, 1.7220, -7.0741]]}


Record 2
{"formula": "C2H2NO3S", "method": "wB97M-V/def2-TZVPD", "energy_ha": -756.07197, "charge": -1, "max_force_ha_per_bohr": 0.045, "species": ["C", "C", "N", "O", "O", "O", "S", "H", "H"], "positions_angstrom": [[-0.9443, 2.4593, -0.2685], [0.9842, -1.8349, 1.0864], [-0.4182, 2.0186, -1.2447], [-1.4506, 2.9290, 0.6753], [-1.0814, -0.5791, -1.6786], [1.8775, -2.5140, 1.5807], [0.0517, 0.3691, -1.9188], [0.0036, -2.2137, 0.6724], [0.9774, -0.6343, 1.0958]]}


Record 3
{"formula": "C16H30BrF3N3O4", "method": "wB97M-V/def2-TZVPD", "energy_ha": -3966.21705, "charge": 1, "max_force_ha_per_bohr": 0.041, "species": ["C", "C", "C", "Br", "C", "O", "C", "C", "N", "N", "C", "C", "C", "O", "C", "C", "C", "O", "C", "F", "F", "F", "H", "H", "H", "H", "H", "H", "H", "H", "H", "H", "H", "H", "H", "H", "H", "H", "H", "H", "H", "H", "H", "H", "H", "C", "C", "O", "N", "C", "H", "H", "H", "H", "H", "H", "H"], "positions_angstrom": [[-3.2503, 1.6135, 1.8471], [-2.6750, 2.9582, 1.4076], [-2.6361, 3.2751, -0.1041], [-3.9944, 2.2463, -1.0736], [-1.2595, 3.2432, -0.7833], [-1.3159, 3.4230, -2.1686], [-1.4521, 2.2767, -2.9775], [-0.8290, 0.9784, -2.4495], [-0.8260, 0.8503, -0.9674], [-0.1578, -0.4078, -0.6609], [-1.0982, -1.5424, -0.8607], [0.4093, -0.5655, 0.6974], [-0.3613, -0.2558, 1.9528], [1.5159, -1.0691, 0.7482], [-0.2751, 2.1132, -0.3969], [1.0980, 2.5337, -0.9404], [2.2790, 1.5869, -0.7377], [3.3064, 2.0295, -1.6127], [2.8476, 1.7247, 0.6809], [1.8616, 1.7588, 1.6155], [3.5581, 2.8704, 0.8033], [3.6730, 0.6869, 0.9668], [-4.3260, 1.6298, 1.8586], [-2.9367, 1.4598, 2.8738], [-2.8630, 0.7726, 1.2895], [-1.7164, 3.1384, 1.8798], [-3.3432, 3.6912, 1.8378], [-2.9733, 4.2922, -0.2040], [-0.7634, 4.1327, -0.4126], [-2.4888, 2.0941, -3.2166], [-0.9678, 2.4936, -3.9193], [0.1813, 0.8716, -2.8076], [-1.3761, 0.1625, -2.8921], [-1.8168, 0.7906, -0.6844], [-1.9542, -1.2544, -1.4559], [-0.5715, -2.3453, -1.3530], [-1.4702, -1.9378, 0.0776], [0.2409, -0.6026, 2.7756], [-0.5512, 0.7947, 2.1051], [-1.2837, -0.8189, 1.9808], [-0.2052, 2.1289, 0.6767], [1.3368, 3.4377, -0.3952], [1.0617, 2.7960, -1.9854], [2.0870, 0.5499, -0.9703], [3.6053, 1.2966, -2.1446], [2.4212, -5.2186, -0.5919], [1.0964, -4.9917, 0.0934], [0.0667, -4.7891, -0.5388], [1.0800, -5.0251, 1.4481], [2.1918, -5.2509, 2.3575], [2.2678, -5.1653, -1.6646], [3.1415, -4.4538, -0.2993], [2.8201, -6.2021, -0.3440], [0.1652, -4.8801, 1.8434], [2.0000, -6.1350, 2.9659], [2.3105, -4.3929, 3.0205], [3.1147, -5.3979, 1.8093]]}


Record 4
{"formula": "C4H7NS", "method": "wB97M-V/def2-TZVPD", "energy_ha": -609.45841, "charge": 0, "max_force_ha_per_bohr": 0.109, "smiles": "C1NC[C@H]2S[C@@H]12", "species": ["C", "N", "C", "C", "S", "C", "H", "H", "H", "H", "H", "H", "H"], "positions_angstrom": [[-0.4564, 1.1045, -0.3349], [-1.2652, -0.0502, -0.3730], [-0.3407, -1.1721, -0.3092], [0.7820, -0.6219, 0.4283], [2.4062, -0.0259, -0.4031], [0.8887, 0.8421, 0.4221], [-0.9239, 2.0056, 0.0602], [-0.0599, 1.6669, -1.3430], [-2.0854, -0.0447, 0.1892], [-0.6590, -2.0147, 0.3540], [-0.1152, -1.5115, -1.3451], [0.8476, -1.3953, 1.2334], [0.9813, 1.2172, 1.4210]]}


Record 5
{"formula": "C3H3N3O2", "method": "wB97M-V/def2-TZVPD", "energy_ha": -430.71996, "charge": 0, "max_force_ha_per_bohr": 0.053, "smiles": "c1nnn2c1OCO2", "species": ["C", "N", "N", "N", "C", "O", "C", "O", "H", "H", "H"], "positions_angstrom": [[0.1385, -0.2332, 1.8608], [0.3174, 1.1377, 2.1062], [0.2952, 1.7912, 0.9759], [0.1015, 0.8708, 0.0254], [0.0275, -0.4049, 0.4932], [-0.1522, -1.2586, -0.5178], [-0.2099, -0.4749, -1.6989], [-0.0148, 0.9456, -1.3230], [0.0788, -0.9758, 2.6548], [-1.1820, -0.5608, -2.1828], [0.6001, -0.8372, -2.3939]]}


Record 6
{"formula": "C4H7N2O5P", "method": "wB97M-V/def2-TZVPD", "energy_ha": -983.80270, "charge": -2, "max_force_ha_per_bohr": 0.103, "species": ["C", "C", "C", "C", "N", "N", "O", "O", "O", "O", "O", "P", "H", "H", "H", "H", "H", "H", "H"], "positions_angstrom": [[-2.6810, -0.3690, 0.6257], [0.4635, 1.6003, -0.2072], [-0.1805, -0.5501, -1.2966], [0.6936, 0.3605, -0.4459], [-2.6578, 0.5892, -0.0220], [-3.0386, -1.3705, 1.3247], [-0.6576, 2.2201, -0.7328], [3.1998, 0.6024, 0.9369], [1.4259, -1.1534, 1.7037], [1.2447, 2.4423, 0.4699], [2.8294, -1.5051, -0.4936], [2.2263, -0.4332, 0.3849], [0.5447, -1.2137, -1.8201], [-0.6991, 0.0689, -2.0258], [-0.8349, -1.2155, -0.7237], [1.9686, 1.8828, 0.8540], [-1.4686, 1.6125, -0.7529], [0.4959, -1.3117, 1.4351], [-2.8743, -2.2567, 0.7857]]}